Record 1
This record from the OMol25 dataset describes a structure of composition C3H8Br2N in a non-equilibrium geometry. The level of theory is the ωB97M-V functional and the def2-TZVPD basis.

ORCA input file:
```
! RIJCOSX wB97M-V def2-TZVPD def2/J DEFGRID3
* xyz 1 1
C 1.24 -0.58 0.66
C 0.39 0.50 -1.41
C -1.75 -0.10 0.89
N 0.39 0.44 0.10
Br -2.79 1.14 0.06
Br -2.04 -1.84 0.26
H 0.53 -1.43 0.45
H 2.22 -0.58 0.07
H 1.41 -0.41 1.77
H 0.25 -0.53 -1.77
H -0.33 1.22 -1.70
H 1.33 0.93 -1.92
H -1.36 -0.14 1.96
H 0.51 1.38 0.59
*
```

Calculated values
HOMO level	-0.531	hartree
orbital gap	8.49	eV
LUMO level	-5.94	eV
energy	-5321.5233	Eh



Record 2
This record from the OMol25 dataset describes a structure of composition CH2I2 in a non-equilibrium geometry. The level of theory is the ωB97M-V functional and the def2-TZVPD basis.

ORCA input file:
```
! RIJCOSX wB97M-V def2-TZVPD def2/J DEFGRID3
* xyz 0 3
C 0.04 0.03 0.02
I -1.07 1.80 -0.08
I -0.75 -1.88 -0.06
H 0.49 0.18 1.02
H 1.28 -0.15 -0.90
*
```

Calculated values
HOMO level (spin up / spin down)	-0.213 / -0.340	hartree
orbital gap (spin up / spin down)	6.16 / 5.28	eV
expectation value of S²	2.01
LUMO level (spin up / spin down)	0.36 / -3.97	eV
energy	-634.4630	Eh



Record 3
This record from the OMol25 dataset describes a structure of composition C37H37F5P2Ti in a non-equilibrium geometry. The level of theory is the ωB97M-V functional and the def2-TZVPD basis.

ORCA input file:
```
! RIJCOSX wB97M-V def2-TZVPD def2/J DEFGRID3
* xyz 0 3
Ti 0.08 0.05 4.46
C -2.04 -0.30 5.35
C -2.04 -0.36 3.94
C -2.64 0.72 3.07
C -1.65 1.85 2.65
C -0.42 2.00 3.52
C -0.58 2.23 4.91
C -1.95 2.27 5.55
C -2.52 0.92 6.10
C 1.61 -0.91 3.49
H -2.09 -1.25 5.88
H -1.91 -1.37 3.53
H -3.52 1.17 3.57
H -3.02 0.25 2.14
H -1.34 1.69 1.60
H -2.20 2.81 2.67
H 0.50 2.35 3.04
H 0.20 2.75 5.47
H -2.67 2.67 4.82
H -1.94 2.96 6.41
H -2.29 0.79 7.17
H -3.63 0.96 6.07
H 1.80 -1.45 4.46
H 2.44 -0.24 3.23
H 1.42 -1.67 2.71
P -0.22 -1.98 -2.73
P 1.64 0.53 -3.07
C -0.93 -0.40 -3.26
C -0.09 0.62 -3.56
C -0.82 -3.19 -4.00
C -1.91 -2.94 -4.84
C -2.26 -3.87 -5.83
C -1.54 -5.06 -5.99
C -0.44 -5.30 -5.15
C -0.08 -4.38 -4.16
C -1.23 -2.28 -1.24
C -0.91 -1.44 -0.16
C -1.54 -1.63 1.05
C -2.63 -2.51 1.16
C -2.96 -3.32 0.07
C -2.25 -3.22 -1.13
C 2.39 1.06 -4.73
C 2.23 0.18 -5.83
C 2.74 0.54 -7.09
C 3.40 1.76 -7.27
C 3.54 2.63 -6.18
C 3.05 2.28 -4.92
C 1.90 2.02 -2.00
C 3.11 2.15 -1.28
C 3.35 3.29 -0.51
C 2.40 4.32 -0.47
C 1.20 4.19 -1.17
C 0.94 3.03 -1.92
H -2.02 -0.28 -3.23
H -0.40 1.51 -4.12
H -2.50 -2.02 -4.73
H -3.11 -3.66 -6.48
H -1.84 -5.79 -6.75
H 0.13 -6.23 -5.27
H 0.77 -4.59 -3.50
H -0.20 -0.62 -0.28
H -1.17 -1.07 1.91
H -3.21 -2.54 2.07
H -3.79 -4.03 0.15
H -2.52 -3.84 -1.99
H 1.71 -0.77 -5.71
H 2.62 -0.13 -7.93
H 3.81 2.03 -8.25
H 4.05 3.58 -6.32
H 3.18 2.97 -4.08
H 3.86 1.36 -1.34
H 4.29 3.39 0.03
H 2.60 5.22 0.11
H 0.45 4.99 -1.15
H 0.00 2.93 -2.46
F 0.12 -0.98 7.33
C 0.77 0.07 6.66
F 0.37 1.23 7.35
C 2.24 -0.12 7.00
F 2.46 0.02 8.34
F 2.60 -1.39 6.66
F 3.04 0.78 6.36
*
```

Calculated values
HOMO level (spin up / spin down)	-0.272 / -0.280	hartree
orbital gap (spin up / spin down)	7.50 / 6.87	eV
expectation value of S²	2.01
LUMO level (spin up / spin down)	0.10 / -0.74	eV
energy	-3463.4318	Eh



Record 4
This record from the OMol25 dataset describes a cluster of 14 separate species, C3H34N2O14 in total in a non-equilibrium geometry. The level of theory is the ωB97M-V functional and the def2-TZVPD basis.

ORCA input file:
```
! RIJCOSX wB97M-V def2-TZVPD def2/J DEFGRID3
* xyz 0 1
N -0.15 -0.65 0.21
C -0.44 -1.67 -0.84
C 0.02 -1.15 -2.19
C -1.95 -2.01 -0.94
N -2.84 -1.41 -0.08
O -2.34 -2.75 -1.81
H 0.77 -0.33 0.09
H -0.24 -1.05 1.12
H 0.10 -2.64 -0.63
H -0.47 -0.26 -2.55
H -0.15 -1.86 -3.00
H 1.10 -0.92 -2.22
H -3.74 -1.63 -0.10
H -2.53 -0.88 0.68
H 2.37 -3.75 -1.26
H 1.20 -4.66 -0.77
O 1.87 -4.05 -0.47
H -0.58 2.66 0.93
H 0.83 3.10 1.46
O -0.15 3.00 1.68
H -2.62 0.89 2.91
H -1.24 0.49 2.50
O -2.20 0.32 2.35
H 1.16 0.51 2.45
H 0.15 1.69 2.68
O 0.36 0.76 3.00
H 1.76 1.58 -1.42
H 3.24 1.36 -1.56
O 2.50 1.18 -1.01
H 0.30 3.46 -1.91
H -0.34 2.23 -1.22
O 0.32 2.47 -1.86
H 2.88 2.40 1.78
H 2.51 2.33 0.28
O 2.47 2.88 1.06
H -1.01 -2.19 3.33
H 0.03 -1.03 3.24
O -0.22 -1.88 2.93
H -2.34 1.35 -1.55
H -3.22 0.40 -2.43
O -2.80 1.25 -2.47
H 2.51 -0.87 1.47
H 2.63 0.40 0.60
O 2.51 0.19 1.48
H -1.60 1.44 -3.80
H -0.24 1.85 -3.41
O -0.74 1.57 -4.16
H 2.00 -3.13 1.04
H 1.31 -2.50 2.27
O 2.09 -2.46 1.67
H -1.12 0.69 0.01
H -2.22 1.68 0.55
O -1.53 1.58 -0.13
*
```

Calculated values
HOMO level	-0.361	hartree
orbital gap	9.85	eV
LUMO level	0.03	eV
energy	-1297.6388	Eh



Record 5
This record from the OMol25 dataset describes the molecule CH4IPS in a non-equilibrium geometry. The level of theory is the ωB97M-V functional and the def2-TZVPD basis.

ORCA input file:
```
! RIJCOSX wB97M-V def2-TZVPD def2/J DEFGRID3
* xyz 0 1
P 0.43 -1.05 -0.52
C -1.00 0.03 0.22
S -2.37 -1.28 0.45
I -4.22 0.15 -0.07
H 0.68 -1.24 0.87
H 1.37 0.00 -0.35
H -0.87 0.68 1.07
H -1.16 0.68 -0.58
*
```

Calculated values
SMILES string	PCSI
HOMO level	-0.325	hartree
orbital gap	8.15	eV
LUMO level	-0.69	eV
energy	-1077.6859	Eh



Record 6
This record from the OMol25 dataset describes the molecule C5H8N2S2 in a non-equilibrium geometry. The level of theory is the ωB97M-V functional and the def2-TZVPD basis.

ORCA input file:
```
! RIJCOSX wB97M-V def2-TZVPD def2/J DEFGRID3
* xyz 0 1
C -3.44 0.95 0.52
S -2.51 -0.57 0.74
S -1.38 -0.80 -0.99
C 0.09 0.01 -0.48
N 0.43 1.23 -0.71
C 1.58 1.41 -0.11
C 1.98 0.23 0.46
N 1.00 -0.72 0.20
C 0.99 -2.04 0.66
H -4.18 0.73 -0.25
H -2.70 1.58 0.19
H -3.90 1.30 1.45
H 2.25 2.24 -0.34
H 2.93 -0.08 0.70
H 1.99 -2.44 0.66
H 0.57 -2.18 1.68
H 0.42 -2.67 0.02
*
```

Calculated values
SMILES string	CSSc1nccn1C
HOMO level	-0.317	hartree
orbital gap	9.16	eV
LUMO level	0.53	eV
energy	-1101.1861	Eh



Number 1 is which compound?
C3H8Br2N